ORCA calculation (ωB97M-V/def2-TZVPD) on the ion C7H13N2S with charge +1 at a distorted geometry.

Geometry (Å):
C (0.690, -1.605, 0.002)
C (-3.377, 0.124, -0.886)
C (-2.363, 0.259, -0.046)
C (0.218, 0.174, 1.687)
C (0.076, 1.323, 0.748)
C (1.150, 2.331, 0.734)
C (1.852, -1.330, -2.042)
N (0.019, -1.151, 1.108)
N (1.255, -0.852, -0.832)
S (-1.213, 1.586, -0.279)
H (0.615, -2.693, -0.110)
H (-4.097, -0.667, -0.763)
H (-3.528, 0.790, -1.720)
H (-2.185, -0.388, 0.794)
H (1.204, 0.251, 2.167)
H (-0.541, 0.278, 2.473)
H (1.175, 2.872, 1.685)
H (1.034, 3.052, -0.071)
H (2.121, 1.841, 0.632)
H (1.092, -1.733, -2.716)
H (2.590, -2.113, -1.850)
H (2.342, -0.490, -2.528)
H (-0.125, -1.860, 1.813)

Charge   +1
HOMO-LUMO gap   7.48 eV

Löwdin population analysis, charges in e, atoms 1 to 2: number 1, C, carries -0.2395; number 2, C, carries 0.0085

=====

ORCA calculation (ωB97M-V/def2-TZVPD) on an isolated molecule of C7H13N3 at a distorted geometry.

Geometry (Å):
C (3.199, -1.096, -0.070)
C (1.894, -0.377, -0.040)
C (1.712, 1.019, 0.020)
C (0.353, 1.228, 0.079)
C (-0.450, 2.475, 0.150)
N (-0.244, 0.023, 0.055)
N (-1.591, -0.231, 0.084)
C (-2.096, -0.643, -1.220)
C (-1.918, -1.191, 1.126)
N (0.756, -1.029, -0.034)
H (3.132, -1.971, -0.714)
H (3.984, -0.434, -0.427)
H (3.460, -1.432, 0.934)
H (2.476, 1.769, 0.027)
H (0.110, 3.252, 0.663)
H (-0.692, 2.831, -0.852)
H (-1.383, 2.281, 0.676)
H (-3.182, -0.666, -1.175)
H (-1.788, 0.090, -1.962)
H (-1.721, -1.630, -1.516)
H (-1.520, -0.826, 2.072)
H (-3.000, -1.265, 1.203)
H (-1.490, -2.177, 0.921)

SMILES string   Cc1cc(C)n(N(C)C)n1
HOMO-LUMO gap   9.57 eV

Löwdin population analysis, charges in e, atoms 1 to 2: number 1, C, carries -0.0422; number 2, C, carries -0.3892

=====

ORCA calculation (ωB97M-V/def2-TZVPD) on a cluster of 2 separate species, C7H13N3O3 in total at a distorted geometry.

Geometry (Å):
N (-0.593, -1.504, -0.052)
C (-0.878, -0.369, -0.048)
O (-1.057, 0.917, -0.100)
C (-0.027, 1.522, -0.835)
C (-0.013, 1.217, -2.323)
N (0.646, -0.005, -2.711)
C (2.021, 0.047, -2.273)
C (2.153, 0.148, -0.762)
N (1.295, 1.248, -0.163)
H (-0.219, 2.577, -0.735)
H (-1.016, 1.306, -2.705)
H (0.546, 2.028, -2.777)
H (0.178, -0.829, -2.360)
H (2.502, -0.874, -2.561)
H (2.556, 0.847, -2.762)
H (3.178, 0.376, -0.515)
H (1.888, -0.775, -0.281)
H (1.112, 1.006, 0.814)
H (1.829, 2.112, -0.132)
C (-1.874, -1.342, 2.885)
C (-2.887, -1.875, 3.932)
O (-3.552, -1.006, 4.533)
O (-2.911, -3.116, 4.038)
H (-1.898, -0.245, 2.832)
H (-0.862, -1.661, 3.153)
H (-2.117, -1.752, 1.908)

HOMO-LUMO gap   4.01 eV

Löwdin population analysis, charges in e, atoms 1 to 2: number 1, N, carries 0.2437; number 2, C, carries -0.3108

=====

ORCA calculation (ωB97M-V/def2-TZVPD) on the ion C7H13N4 with charge +1 at a distorted geometry.

Geometry (Å):
C (1.922, 1.846, 2.070)
N (1.243, 0.858, 1.344)
C (0.066, 0.913, 0.851)
C (-0.239, -0.381, 0.221)
C (-1.655, -0.839, 0.663)
N (-2.238, -1.558, -0.535)
C (-1.736, -0.861, -1.715)
C (-0.251, -0.626, -1.543)
N (0.427, 0.376, -2.211)
N (0.927, -1.134, 0.512)
C (1.728, -0.381, 1.115)
H (2.745, 1.362, 2.539)
H (2.322, 2.617, 1.297)
H (1.260, 2.421, 2.681)
H (-0.632, 1.700, 0.962)
H (-1.650, -1.529, 1.453)
H (-2.195, 0.133, 0.770)
H (-1.802, -2.492, -0.601)
H (-2.313, 0.066, -1.928)
H (-1.933, -1.287, -2.683)
H (0.204, -1.542, -1.704)
H (1.211, -0.051, -2.681)
H (-0.085, 1.217, -2.458)
H (2.673, -0.830, 1.580)

Charge   +1
SMILES string   C[N+]1=C[C@]2(CNC[C@H]2N)N=C1
HOMO-LUMO gap   8.13 eV

Löwdin population analysis, charges in e, atoms 1 to 2: number 1, C, carries 0.0226; number 2, N, carries -0.0831

=====

HOMO energy readings, ordered: -12.78; -8.59; -5.88; -12.86 eV